Record 1
40
Properties=species:S:1:pos:R:3:forces:R:3:nbo_charge:R:1 method="wB97M-V/def2-TZVPD" smiles="Cc1occc1C(=O)Nc1ccccc1NC(=O)c1ccoc1C" multiplicity=1 e_above_lowest_ev=0.756 total_charge=0 total_energy_ev=-30096.285 homo_lumo_gap_ev=8.762 largest_force_ev_per_a=1.1
C -5.07645 -1.41450 0.90856 0.042 -0.199 -0.043 -0.68
C -3.78648 -1.87357 0.33914 0.352 0.988 0.033 0.36
C -2.63955 -1.18516 0.00851 -0.707 -0.558 0.138 -0.21
C -1.73236 -2.16870 -0.49737 -0.254 -0.543 0.001 -0.31
C -2.39091 -3.35031 -0.43126 0.806 0.306 -0.254 0.08
O -3.63089 -3.18198 0.07363 -0.420 -0.056 0.155 -0.40
H -2.10694 -4.34791 -0.70148 -0.046 -0.152 -0.012 0.20
H -0.73751 -2.02127 -0.86362 0.228 -0.024 -0.091 0.24
C -2.44711 0.26756 0.15997 -0.066 0.031 0.185 0.66
O -3.32761 1.00801 0.56543 -0.066 0.144 -0.008 -0.63
N -1.18995 0.68414 -0.16567 0.268 -0.469 -0.077 -0.65
C -0.71153 1.98881 -0.18050 0.130 0.343 0.062 0.22
C -1.58097 3.06877 -0.34546 -0.070 0.016 -0.051 -0.23
C -1.12505 4.37017 -0.34843 0.094 -0.010 -0.008 -0.20
C 0.22589 4.62993 -0.18974 0.032 0.028 0.069 -0.22
C 1.10084 3.57512 -0.03018 -0.070 -0.043 -0.080 -0.22
C 0.66108 2.25267 -0.03068 -0.424 0.274 -0.203 0.08
N 1.66672 1.28601 0.20071 0.331 0.058 0.334 -0.58
C 1.84689 0.02328 -0.25715 0.052 -0.041 -0.024 0.68
O 1.03842 -0.57941 -0.95760 -0.005 0.001 -0.153 -0.66
C 3.11163 -0.59370 0.15520 0.401 -0.780 -0.179 -0.27
C 3.52485 -1.85608 -0.21855 -0.852 0.708 -0.186 0.39
O 4.72830 -2.11846 0.30999 -0.002 -0.424 -0.180 -0.39
C 5.10685 -1.04395 1.02810 -0.118 0.922 0.372 0.09
C 4.16193 -0.07410 0.97397 0.403 -0.405 0.037 -0.29
H 4.21670 0.87672 1.46504 0.083 0.178 0.143 0.22
H 6.05659 -1.09267 1.52182 0.132 -0.099 0.027 0.21
C 2.87169 -2.89274 -1.05164 0.161 -0.046 0.044 -0.67
H 3.62375 -3.55664 -1.47012 0.028 -0.065 -0.038 0.23
H 2.18217 -3.48192 -0.44654 -0.044 -0.056 -0.002 0.24
H 2.29689 -2.41970 -1.84317 0.023 -0.039 0.007 0.26
H 2.47347 1.68741 0.65809 -0.150 -0.169 -0.037 0.40
H 2.15709 3.77181 0.09879 0.098 -0.006 -0.023 0.20
H 0.59708 5.64315 -0.18659 0.041 0.081 0.007 0.22
H -1.82487 5.18199 -0.47265 -0.076 0.060 -0.016 0.22
H -2.63268 2.86297 -0.45044 -0.018 -0.020 -0.005 0.25
H -0.51427 -0.01702 -0.47512 -0.177 0.155 0.019 0.44
H -5.02721 -0.34203 1.06870 -0.016 -0.049 -0.004 0.27
H -5.89278 -1.64617 0.22548 -0.084 -0.009 -0.027 0.23
H -5.27372 -1.92054 1.85283 -0.044 -0.031 0.067 0.22

=====

Record 2
63
Properties=species:S:1:pos:R:3:forces:R:3:nbo_charge:R:1 method="wB97M-V/def2-TZVPD" smiles="CC(=O)N1CCC(N(CCCOC(C)C)C(=O)Nc2ccc(C)c(C)c2)CC1" multiplicity=1 e_above_lowest_ev=0.005 total_charge=0 total_energy_ev=-33996.591 homo_lumo_gap_ev=8.479 largest_force_ev_per_a=0.5
C 4.85755 -3.21351 -4.79973 0.194 -0.097 0.115 -0.71
C 4.79773 -3.23200 -3.28874 -0.018 -0.061 -0.241 0.69
O 5.64187 -3.79116 -2.61299 0.329 -0.196 0.023 -0.64
N 3.74042 -2.59679 -2.72696 -0.157 0.069 0.286 -0.45
C 2.73277 -1.87939 -3.48326 -0.267 0.080 -0.370 -0.21
H 2.35630 -2.51621 -4.29017 0.047 0.148 0.025 0.21
C 1.57433 -1.46895 -2.58275 0.214 0.215 0.017 -0.42
H 0.82106 -0.95107 -3.17712 -0.025 -0.024 0.007 0.23
H 1.10808 -2.35874 -2.15680 -0.046 -0.058 0.021 0.20
C 2.06744 -0.53042 -1.47095 0.004 0.156 -0.291 -0.04
N 1.03299 -0.29524 -0.47678 0.038 0.080 -0.110 -0.46
C 0.32605 0.88496 -0.58660 0.209 -0.329 0.021 0.80
O 0.58118 1.68708 -1.46678 -0.089 0.414 -0.222 -0.67
N -0.64630 1.06944 0.35713 -0.082 -0.329 0.297 -0.64
C -1.46237 2.19452 0.51731 -0.194 0.329 0.031 0.16
C -2.14537 2.32059 1.72363 0.107 -0.078 -0.091 -0.26
C -2.98704 3.39433 1.93317 0.008 0.037 -0.110 -0.18
C -3.16798 4.37011 0.96277 -0.017 -0.018 0.064 -0.07
C -2.47682 4.25007 -0.24562 -0.032 -0.119 0.186 0.09
C -1.63787 3.16699 -0.45955 0.077 -0.028 -0.126 -0.26
H -1.10154 3.07929 -1.38934 0.011 0.004 -0.042 0.25
C -2.63696 5.28348 -1.31907 0.004 -0.042 0.046 -0.65
H -3.67671 5.34796 -1.63945 -0.061 0.072 -0.068 0.21
H -2.34315 6.26631 -0.95162 -0.006 0.114 -0.040 0.21
H -2.02198 5.03763 -2.18035 0.017 0.028 -0.075 0.22
C -4.08458 5.52934 1.21295 0.057 -0.041 -0.045 -0.63
H -4.87913 5.56092 0.46761 -0.096 0.086 -0.019 0.21
H -4.53825 5.45509 2.19829 -0.049 0.038 0.045 0.21
H -3.53928 6.47111 1.15363 -0.042 0.128 0.008 0.21
H -3.51291 3.47792 2.87432 -0.049 0.015 0.087 0.20
H -2.00648 1.57486 2.49160 0.027 -0.096 0.105 0.21
H -0.73939 0.40265 1.11079 0.022 -0.035 -0.100 0.42
C 0.67454 -1.34727 0.44585 -0.022 0.116 0.308 -0.23
H 1.13375 -2.27357 0.10058 -0.076 -0.006 -0.029 0.21
H -0.41132 -1.49625 0.42785 0.102 -0.086 -0.028 0.21
C 1.11542 -1.07315 1.89928 -0.439 -0.266 0.102 -0.44
C 0.12671 -1.68687 2.88575 0.396 -0.065 0.075 -0.06
O -1.12539 -1.05496 2.72441 -0.023 0.233 -0.125 -0.57
C -2.22045 -1.73629 3.32979 -0.435 -0.119 0.062 0.11
C -2.76455 -2.83084 2.40961 0.334 0.249 0.210 -0.64
H -1.99610 -3.56370 2.17332 0.029 -0.102 -0.043 0.21
H -3.59003 -3.34383 2.89437 -0.103 -0.097 0.031 0.22
H -3.11989 -2.38712 1.48245 -0.056 0.050 -0.099 0.21
C -3.29985 -0.70382 3.63707 0.423 -0.224 -0.007 -0.62
H -2.90552 0.06888 4.29186 0.002 0.097 0.069 0.22
H -4.14073 -1.18469 4.12867 -0.118 -0.030 0.038 0.21
H -3.64433 -0.24080 2.71610 -0.071 0.062 -0.108 0.22
H -1.87433 -2.18911 4.27223 -0.005 0.073 -0.107 0.17
H 0.48260 -1.55023 3.91834 -0.066 -0.072 -0.120 0.18
H 0.04356 -2.76576 2.69593 -0.025 0.026 0.034 0.16
H 2.10317 -1.49330 2.09163 0.047 0.059 -0.001 0.22
H 1.17001 0.00229 2.07288 0.053 0.022 0.014 0.22
C 3.38301 -1.05528 -0.86686 -0.082 -0.213 -0.088 -0.42
H 4.20930 -0.43220 -1.21158 0.040 0.010 0.060 0.22
C 3.67071 -2.49448 -1.28263 0.314 0.005 0.374 -0.23
H 2.90740 -3.18044 -0.89640 0.062 0.015 0.051 0.18
H 4.63911 -2.82281 -0.89735 -0.230 0.002 -0.018 0.25
H 3.35370 -0.98483 0.21904 0.059 0.034 0.051 0.22
H 2.24374 0.45375 -1.91722 0.002 -0.288 0.054 0.25
H 3.16764 -0.97803 -3.93669 -0.084 -0.041 -0.055 0.19
H 4.84700 -2.19279 -5.17449 -0.060 0.076 -0.099 0.22
H 4.01104 -3.75068 -5.22231 -0.087 0.012 -0.075 0.23
H 5.77637 -3.70294 -5.11006 -0.011 0.009 0.039 0.24

=====

Copy entry 1 word for word.
40
Properties=species:S:1:pos:R:3:forces:R:3:nbo_charge:R:1 method="wB97M-V/def2-TZVPD" smiles="Cc1occc1C(=O)Nc1ccccc1NC(=O)c1ccoc1C" multiplicity=1 e_above_lowest_ev=0.756 total_charge=0 total_energy_ev=-30096.285 homo_lumo_gap_ev=8.762 largest_force_ev_per_a=1.1
C -5.07645 -1.41450 0.90856 0.042 -0.199 -0.043 -0.68
C -3.78648 -1.87357 0.33914 0.352 0.988 0.033 0.36
C -2.63955 -1.18516 0.00851 -0.707 -0.558 0.138 -0.21
C -1.73236 -2.16870 -0.49737 -0.254 -0.543 0.001 -0.31
C -2.39091 -3.35031 -0.43126 0.806 0.306 -0.254 0.08
O -3.63089 -3.18198 0.07363 -0.420 -0.056 0.155 -0.40
H -2.10694 -4.34791 -0.70148 -0.046 -0.152 -0.012 0.20
H -0.73751 -2.02127 -0.86362 0.228 -0.024 -0.091 0.24
C -2.44711 0.26756 0.15997 -0.066 0.031 0.185 0.66
O -3.32761 1.00801 0.56543 -0.066 0.144 -0.008 -0.63
N -1.18995 0.68414 -0.16567 0.268 -0.469 -0.077 -0.65
C -0.71153 1.98881 -0.18050 0.130 0.343 0.062 0.22
C -1.58097 3.06877 -0.34546 -0.070 0.016 -0.051 -0.23
C -1.12505 4.37017 -0.34843 0.094 -0.010 -0.008 -0.20
C 0.22589 4.62993 -0.18974 0.032 0.028 0.069 -0.22
C 1.10084 3.57512 -0.03018 -0.070 -0.043 -0.080 -0.22
C 0.66108 2.25267 -0.03068 -0.424 0.274 -0.203 0.08
N 1.66672 1.28601 0.20071 0.331 0.058 0.334 -0.58
C 1.84689 0.02328 -0.25715 0.052 -0.041 -0.024 0.68
O 1.03842 -0.57941 -0.95760 -0.005 0.001 -0.153 -0.66
C 3.11163 -0.59370 0.15520 0.401 -0.780 -0.179 -0.27
C 3.52485 -1.85608 -0.21855 -0.852 0.708 -0.186 0.39
O 4.72830 -2.11846 0.30999 -0.002 -0.424 -0.180 -0.39
C 5.10685 -1.04395 1.02810 -0.118 0.922 0.372 0.09
C 4.16193 -0.07410 0.97397 0.403 -0.405 0.037 -0.29
H 4.21670 0.87672 1.46504 0.083 0.178 0.143 0.22
H 6.05659 -1.09267 1.52182 0.132 -0.099 0.027 0.21
C 2.87169 -2.89274 -1.05164 0.161 -0.046 0.044 -0.67
H 3.62375 -3.55664 -1.47012 0.028 -0.065 -0.038 0.23
H 2.18217 -3.48192 -0.44654 -0.044 -0.056 -0.002 0.24
H 2.29689 -2.41970 -1.84317 0.023 -0.039 0.007 0.26
H 2.47347 1.68741 0.65809 -0.150 -0.169 -0.037 0.40
H 2.15709 3.77181 0.09879 0.098 -0.006 -0.023 0.20
H 0.59708 5.64315 -0.18659 0.041 0.081 0.007 0.22
H -1.82487 5.18199 -0.47265 -0.076 0.060 -0.016 0.22
H -2.63268 2.86297 -0.45044 -0.018 -0.020 -0.005 0.25
H -0.51427 -0.01702 -0.47512 -0.177 0.155 0.019 0.44
H -5.02721 -0.34203 1.06870 -0.016 -0.049 -0.004 0.27
H -5.89278 -1.64617 0.22548 -0.084 -0.009 -0.027 0.23
H -5.27372 -1.92054 1.85283 -0.044 -0.031 0.067 0.22